# 1
DFT (ωB97M-V/def2-TZVPD) results for C46H45AsN8OPSeW as an isolated structure.

```
104
Properties=species:S:1:pos:R:3:forces:R:3:lowdin_charge:R:1
W -0.87602 0.51222 1.55349 2.01 0.10 0.41 1.495
O 0.20422 1.47774 2.67179 0.68 -0.04 0.63 -0.295
C 0.48450 2.61709 3.27814 -0.09 2.21 0.70 -0.300
C 1.59347 2.75025 4.12365 -0.42 -0.50 -0.46 0.016
C 1.84029 3.95135 4.75370 -0.18 0.07 -0.15 -0.025
C 0.99889 5.03945 4.54193 -0.01 0.06 0.00 -0.032
C -0.09435 4.92969 3.70552 0.06 -0.24 -0.08 0.005
C -0.38022 3.72333 3.05470 0.75 -0.60 0.35 -0.072
C -1.53223 3.55815 2.19474 0.16 0.21 0.17 -0.208
N -1.84048 2.47854 1.44136 0.29 -0.31 0.45 -0.039
C -3.03641 2.77225 0.82506 -0.73 0.44 -0.31 -0.118
C -3.44713 4.01374 1.20265 -0.24 -0.69 -0.53 -0.018
N -2.49865 4.49070 2.04920 0.70 -0.52 0.14 0.163
H 2.24386 1.89954 4.27175 0.02 -0.07 0.02 0.130
H 2.69280 4.04096 5.40759 0.08 0.04 0.08 0.127
H 1.20597 5.97620 5.03303 -0.01 0.11 0.04 0.125
H -0.72096 5.79551 3.55310 -0.03 0.11 0.01 0.118
H -3.50544 2.09449 0.13557 -0.11 0.02 0.03 0.087
H -4.33206 4.56469 0.96084 -0.15 0.13 -0.14 0.139
H -2.50472 5.40120 2.48313 0.01 -0.05 0.05 0.177
C 1.88938 -0.31167 -0.87002 -0.40 -0.15 0.39 -0.355
C 2.63772 0.24467 -2.07736 0.12 -0.32 0.14 -0.415
As 3.89051 -1.02760 -3.01319 -0.08 0.41 -0.86 1.339
C 5.29748 -1.40658 -1.73202 -0.16 -0.12 0.19 -0.431
C 5.70897 -0.45498 -0.79840 -0.44 -0.20 -0.13 -0.131
C 6.82801 -0.68493 -0.02021 0.24 -0.08 -0.05 -0.082
C 7.56617 -1.84849 -0.19473 -0.04 0.04 0.07 -0.065
C 7.16722 -2.80018 -1.12325 0.18 0.17 0.01 -0.064
C 6.05381 -2.56962 -1.90829 -0.47 0.14 -0.05 -0.125
C 2.78117 -2.65124 -3.09573 0.28 0.37 0.44 -0.427
C 1.94667 -2.78804 -4.20320 0.13 0.27 0.05 -0.144
C 1.17711 -3.92671 -4.36465 -0.05 -0.02 -0.04 -0.085
C 1.25047 -4.94568 -3.42837 -0.07 -0.04 0.05 -0.077
C 2.06934 -4.80976 -2.31776 0.01 -0.11 0.07 -0.080
C 2.84030 -3.67014 -2.15070 -0.13 0.12 0.07 -0.126
P 0.41143 0.77248 -0.51805 1.12 0.33 -1.28 0.990
C -0.63040 0.61628 -2.00079 -0.30 0.07 0.36 -0.373
C -0.59483 -0.50552 -2.82703 0.17 -0.07 0.26 -0.086
C -1.45855 -0.60316 -3.90544 -0.04 -0.04 -0.02 -0.059
C -2.36602 0.41159 -4.16686 0.04 0.01 0.04 -0.049
C -2.41661 1.52620 -3.34057 -0.02 0.06 0.01 -0.044
C -1.56591 1.62228 -2.25405 0.17 -0.05 0.07 -0.127
C 1.21042 2.40403 -0.55657 -0.27 -0.08 0.47 -0.366
C 1.16233 3.31563 -1.60534 -0.15 -0.13 0.01 -0.066
C 1.90464 4.48303 -1.52252 0.03 0.03 -0.05 -0.037
C 2.69170 4.74091 -0.41213 -0.01 0.02 0.09 -0.034
C 2.75029 3.82583 0.62926 0.09 -0.05 0.04 -0.044
C 2.01669 2.65793 0.55483 -0.06 -0.16 -0.09 -0.120
H 2.52464 -0.30870 0.02231 -0.05 -0.02 -0.04 0.080
H 1.54266 -1.34000 -1.03199 0.05 0.08 0.03 0.061
H 3.21589 1.12835 -1.79691 0.00 -0.12 -0.06 0.060
H 1.93522 0.56840 -2.85165 0.19 -0.13 -0.05 0.055
H 5.15698 0.47206 -0.68817 0.01 0.04 0.05 0.085
H 7.14399 0.05593 0.69911 0.07 0.05 0.04 0.107
H 8.47096 -1.99846 0.37300 0.04 -0.07 0.13 0.112
H 7.74622 -3.70083 -1.25906 0.06 -0.06 -0.03 0.115
H 5.76594 -3.28708 -2.66972 0.04 -0.04 0.06 0.106
H 1.92428 -2.00473 -4.95312 0.01 -0.02 -0.05 0.101
H 0.54920 -4.03238 -5.23633 -0.04 -0.05 -0.11 0.109
H 0.69169 -5.85629 -3.57794 -0.09 -0.10 0.01 0.110
H 2.12765 -5.60327 -1.58831 0.02 -0.14 0.04 0.107
H 3.49530 -3.58169 -1.29121 0.04 -0.01 -0.03 0.097
H 0.11456 -1.30125 -2.64964 0.12 -0.11 -0.05 0.090
H -1.41414 -1.47450 -4.54271 0.04 -0.05 -0.08 0.120
H -3.02977 0.33195 -5.01320 -0.07 0.04 -0.13 0.124
H -3.11191 2.32405 -3.54720 -0.11 0.08 -0.03 0.121
H -1.61443 2.47742 -1.59131 -0.04 0.13 -0.08 0.096
H 0.57732 3.11580 -2.49116 -0.05 0.00 -0.04 0.109
H 1.87831 5.18971 -2.33709 -0.01 0.06 -0.09 0.122
H 3.26914 5.65096 -0.35749 0.04 0.08 -0.02 0.122
H 3.37590 4.01052 1.48881 0.08 0.06 0.07 0.118
H 2.08126 1.90672 1.33751 0.14 0.22 -0.02 0.092
C -5.81443 -2.77739 -0.22021 -0.02 -0.03 -0.27 -0.060
C -5.57664 -2.21122 -1.61654 0.20 0.09 0.28 -0.387
C -6.22907 -0.84968 -1.80515 0.00 -0.23 -0.09 -0.059
C -4.06353 -2.14298 -1.91959 -1.25 -0.33 -1.08 -0.088
N -3.27330 -1.57606 -0.86044 1.17 1.18 1.57 -0.030
C -2.35969 -2.20847 -0.10452 0.35 0.57 0.36 -0.009
N -1.78159 -1.33451 0.69248 -0.73 0.13 -0.62 -0.003
N -2.37130 -0.13780 0.41167 -3.01 -2.59 -2.72 -0.211
N -3.27228 -0.27496 -0.51535 0.42 0.15 0.31 0.197
H -6.87004 -2.98889 -0.08012 -0.08 0.00 0.08 0.097
H -5.51273 -2.06555 0.54809 0.00 0.07 0.13 0.075
H -5.27081 -3.70962 -0.07704 0.03 -0.15 0.10 0.083
H -5.99108 -2.90486 -2.35488 0.14 0.03 0.03 0.152
H -5.76419 -0.10468 -1.16440 -0.06 0.16 0.11 0.062
H -7.28696 -0.90862 -1.56723 -0.09 0.06 0.06 0.095
H -6.14094 -0.52843 -2.83937 0.01 0.14 -0.12 0.087
H -3.89520 -1.54067 -2.81471 0.15 -0.09 0.09 0.124
H -3.67919 -3.14961 -2.08489 0.16 0.08 0.04 0.147
H -2.15407 -3.26134 -0.13879 0.08 -0.18 -0.07 0.168
Se 1.47300 -2.36359 2.79466 -0.18 0.46 -0.47 1.261
N 0.14713 -1.14276 2.63837 -0.68 0.16 0.55 -0.411
C -0.68768 -1.31693 3.69047 0.96 -0.29 -0.62 -0.383
C -1.83551 -0.54272 3.93298 -0.62 0.40 0.15 -0.068
C -2.60990 -0.84829 5.03055 0.24 0.58 -0.92 -0.005
C -2.26059 -1.91107 5.88940 0.58 -0.71 0.28 -0.018
C -1.14323 -2.67983 5.68396 -0.67 0.20 0.43 0.045
C -0.32601 -2.39083 4.57207 0.40 0.20 -0.66 -0.342
N 0.78593 -3.03030 4.22015 -0.24 -0.31 0.67 -0.203
H -2.10096 0.32571 3.26643 -0.36 -0.52 1.03 0.076
H -3.49571 -0.26846 5.24802 -0.03 0.04 0.00 0.131
H -2.89408 -2.11000 6.73896 -0.06 -0.05 0.08 0.129
H -0.87700 -3.49192 6.34068 0.02 -0.08 0.11 0.140
```
Forces are in eV/Å.

## Properties
Net charge   +3
Maximum force   4.81 eV/Å
LUMO (spin up / spin down)   -9.1 / -9.9 eV
Spin multiplicity   3
Gap between HOMO and LUMO (spin up / spin down)   0.1720 / 0.1415 Eh
Energy relative to the best compared isomer or geometry (same formula, charge and spin)   37.4 kcal/mol

=====

# 2
DFT (ωB97M-V/def2-TZVPD) results for C46H45Br2CaF4INP2 as an isolated structure.

```
102
Properties=species:S:1:pos:R:3:forces:R:3:lowdin_charge:R:1
Ca -0.36278 -0.26964 0.03575 -0.06 0.16 0.49 0.863
F -4.75161 4.47410 4.29102 -0.01 0.02 0.01 0.166
C -4.09974 3.38356 3.93606 0.12 -0.10 -0.10 -0.123
C -4.28558 2.20036 4.63078 0.12 -0.03 -0.13 -0.124
F -5.11481 2.15526 5.65818 -0.02 0.00 0.02 0.161
C -3.58673 1.06774 4.23359 -0.05 0.13 0.03 -0.204
F -3.77883 -0.04819 4.93141 -0.03 0.01 0.02 0.124
C -2.70666 1.07072 3.15992 0.04 0.03 0.08 -0.313
P -1.88360 -0.47670 2.64729 0.08 -0.05 -0.44 1.022
C -0.98863 -1.03980 4.11363 0.01 0.12 0.08 -0.415
C -0.69254 -2.39052 4.28422 0.04 -0.04 -0.03 -0.128
C 0.14686 -2.79202 5.31222 0.02 -0.03 0.01 -0.067
C 0.70606 -1.85286 6.16514 0.01 0.02 0.03 -0.065
C 0.42144 -0.50583 5.99326 -0.01 0.01 -0.01 -0.070
C -0.42089 -0.09851 4.97169 -0.01 -0.04 -0.02 -0.111
C -3.26489 -1.60201 2.31668 -0.06 -0.05 0.14 -0.370
C -3.78765 -2.50492 3.23927 0.00 0.02 0.01 -0.083
C -4.86110 -3.30840 2.88867 0.02 0.00 0.03 -0.053
C -5.42991 -3.20355 1.62863 -0.03 -0.01 -0.07 -0.061
C -4.91745 -2.30638 0.70273 0.00 -0.05 0.03 -0.068
C -3.83119 -1.52000 1.04512 0.00 0.04 -0.08 -0.106
C -2.52744 2.28098 2.48831 -0.01 0.12 0.00 -0.548
Br -1.31392 2.52816 1.04173 0.00 -0.09 0.01 0.828
C -3.21265 3.42218 2.86415 -0.12 -0.06 0.18 -0.263
F -3.04132 4.57436 2.22873 0.00 0.02 -0.01 0.095
H -1.10888 -3.13496 3.61790 -0.02 0.01 -0.01 0.091
H 0.36455 -3.84352 5.44309 0.01 -0.01 0.00 0.114
H 1.36223 -2.16856 6.96457 0.01 -0.01 0.01 0.112
H 0.85661 0.23248 6.65294 0.01 0.00 0.02 0.112
H -0.62552 0.95785 4.84294 -0.01 0.01 -0.01 0.108
H -3.36951 -2.57100 4.23438 0.00 0.00 0.01 0.104
H -5.26221 -4.00950 3.60773 -0.01 -0.01 0.01 0.113
H -6.27296 -3.82865 1.36714 -0.01 -0.01 -0.02 0.112
H -5.34532 -2.23306 -0.28683 -0.02 0.00 -0.03 0.114
H -3.44158 -0.82591 0.30280 0.03 -0.01 0.04 0.096
C 0.61025 2.61662 -3.28271 -0.02 0.08 0.03 -0.117
C 0.89564 1.12702 -3.45891 -0.10 -0.07 -0.05 -0.542
C 1.66489 0.83884 -4.74437 0.03 -0.03 -0.01 -0.093
P 1.55918 0.39030 -1.89818 0.04 -0.04 0.06 0.992
C 3.18072 1.15104 -1.42055 0.08 -0.10 -0.01 -0.536
C 4.11267 1.63696 -2.52970 0.02 0.03 -0.06 -0.101
C 2.93497 2.28638 -0.42627 0.00 0.04 0.11 -0.133
C 1.87202 -1.35302 -2.29079 -0.01 -0.01 -0.04 -0.318
C 3.06813 -1.76282 -2.88307 0.01 -0.06 -0.01 -0.067
C 3.29924 -3.06826 -3.28177 -0.05 0.06 0.03 -0.285
C 4.58511 -3.47705 -3.93847 0.12 -0.04 -0.04 -0.054
C 2.26374 -3.98068 -3.08257 -0.04 -0.03 0.00 -0.032
C 1.07519 -3.61967 -2.48410 0.10 0.06 -0.01 -0.014
C 0.84873 -2.30295 -2.03655 -0.04 0.01 0.03 -0.331
N -0.29942 -1.94698 -1.35052 0.16 0.00 -0.34 -0.197
C -1.35268 -2.89399 -1.32379 -0.02 0.00 0.14 -0.289
C -2.31219 -2.91050 -2.34534 -0.01 -0.06 0.03 -0.211
C -2.18760 -1.96681 -3.50416 0.00 0.15 -0.09 -0.035
C -3.35236 -3.82702 -2.28345 -0.02 0.04 0.00 -0.009
C -3.47314 -4.73364 -1.23496 0.08 0.05 0.01 -0.281
C -4.61802 -5.70111 -1.18856 -0.11 -0.11 0.03 -0.047
C -2.51430 -4.70456 -0.23262 -0.02 0.05 0.01 -0.011
C -1.46009 -3.79778 -0.26085 -0.07 0.01 -0.04 -0.221
C -0.42000 -3.81409 0.82092 0.10 0.05 0.16 -0.042
H 0.02484 2.98698 -4.12497 0.00 0.02 -0.02 0.084
H 1.52960 3.20287 -3.24294 0.02 -0.02 -0.01 0.068
H 0.04573 2.82704 -2.36966 0.00 -0.02 0.00 0.057
H -0.07060 0.60761 -3.53691 0.06 0.01 0.02 0.092
H 2.60547 1.38554 -4.78730 0.02 0.01 0.01 0.065
H 1.06809 1.15216 -5.60283 -0.02 0.00 -0.01 0.085
H 1.87741 -0.22449 -4.85591 0.00 0.01 0.01 0.072
H 3.67693 0.33213 -0.88129 -0.05 0.05 -0.05 0.090
H 3.69702 2.50849 -3.03675 -0.01 0.01 -0.01 0.071
H 4.32408 0.88394 -3.28538 -0.01 0.01 0.01 0.058
H 5.06400 1.94551 -2.09188 0.01 0.00 0.02 0.085
H 2.40569 3.11933 -0.89413 -0.02 0.00 -0.01 0.075
H 3.88584 2.67064 -0.05182 0.03 0.02 0.00 0.083
H 2.35408 1.95846 0.43978 -0.02 -0.01 -0.01 0.025
H 3.84884 -1.03085 -3.05024 0.02 -0.03 -0.01 0.090
H 5.35676 -2.72003 -3.80018 0.01 0.02 -0.01 0.073
H 4.45649 -3.62449 -5.01249 0.00 0.00 -0.01 0.083
H 4.96288 -4.41386 -3.52710 -0.01 -0.01 0.01 0.079
H 2.39457 -5.00932 -3.39965 0.02 -0.02 -0.01 0.119
H 0.30490 -4.36506 -2.33789 -0.02 -0.02 0.01 0.116
H -2.14002 -0.92458 -3.17179 -0.01 -0.06 0.00 0.065
H -3.03370 -2.06880 -4.18259 0.01 -0.01 -0.01 0.079
H -1.27071 -2.15028 -4.06903 0.01 -0.02 0.01 0.085
H -4.08684 -3.83721 -3.08201 -0.02 -0.02 -0.01 0.122
H -4.68636 -6.28577 -2.10652 0.02 0.01 -0.02 0.084
H -5.57089 -5.18038 -1.07073 -0.01 0.02 0.00 0.075
H -4.51490 -6.39655 -0.35629 0.00 0.00 0.01 0.078
H -2.58729 -5.40297 0.59409 -0.01 -0.02 0.01 0.119
H -0.66746 -4.54718 1.58899 0.00 -0.03 -0.02 0.083
H -0.32848 -2.84388 1.33243 -0.04 -0.03 -0.03 0.009
H 0.57255 -4.04650 0.42905 0.00 0.01 -0.03 0.087
Br 2.89005 2.12759 3.63986 -0.06 0.03 -0.05 0.740
C 4.24746 1.18074 2.73210 0.10 0.02 0.10 -0.747
C 5.51836 1.74328 2.69693 -0.08 -0.01 0.01 -0.123
C 6.55444 1.07359 2.07060 0.02 0.00 -0.01 -0.062
C 6.33321 -0.16297 1.48273 -0.01 0.01 -0.02 -0.066
C 5.06986 -0.72826 1.51513 -0.04 0.04 -0.05 -0.155
C 4.02608 -0.05363 2.13850 0.05 0.11 -0.17 -0.729
I 2.16217 -0.97487 2.16869 -0.20 -0.25 0.10 1.065
H 5.68618 2.70118 3.16764 0.00 0.02 0.01 0.106
H 7.53902 1.51935 2.04818 0.02 0.01 0.00 0.115
H 7.14197 -0.69040 0.99753 0.02 -0.02 -0.01 0.113
H 4.89042 -1.68870 1.05274 -0.02 -0.03 0.00 0.099
```
Forces are in eV/Å.

## Properties
Net charge   +1
Maximum force   0.52 eV/Å
LUMO   -2.6 eV
Spin multiplicity   1
Gap between HOMO and LUMO   0.2422 Eh
Energy relative to the best compared isomer or geometry (same formula, charge and spin)   0.0 kcal/mol

=====

Which of these has the lowest energy relative to the best compared isomer or geometry (same formula, charge and spin)? C46H45Br2CaF4INP2

=====

What is the formula in the second record? C46H45Br2CaF4INP2

=====

Which of these has the lowest spin multiplicity? C46H45Br2CaF4INP2

=====

The highest maximum force belongs to which entry? C46H45AsN8OPSeW